Here is a cluster of 2 separate species, C2H6O3SSi in total from the Open Molecules 2025 dataset. Energies are from the ωB97M-V functional and the def2-TZVPD basis.

<S²>: 2.009
M (g mol⁻¹): 138.22
2S+1: 3
Orbital gap (spin up / spin down) (eV): 7.27 / 6.88

Atoms and positions in Å:
C (1.009, 1.286, -1.069)
C (-0.743, -1.340, -0.778)
O (-0.193, -1.071, 2.393)
O (1.061, 1.026, 2.323)
O (-1.512, 0.811, 0.896)
Si (-0.540, 0.423, -0.200)
S (-0.146, 0.350, 2.722)
H (1.312, 1.961, -0.319)
H (1.604, 0.483, -1.229)
H (0.535, 1.696, -2.032)
H (-0.907, -2.100, -0.015)
H (-1.572, -1.571, -1.481)
H (0.093, -1.954, -1.210)

***

Here is an isolated molecule of C2H6O3Si from the Open Molecules 2025 dataset. Energies are from the ωB97M-V functional and the def2-TZVPD basis.

M (g mol⁻¹): 106.15
SMILES string: C=C[Si@@H](O)OO
Energy relative to the best compared isomer or geometry (same formula, charge and spin) (kJ/mol): 347.4
Orbital gap (eV): 9.72

Atoms and positions in Å:
C (2.203, -0.174, -0.357)
C (0.939, -0.599, -0.309)
Si (-0.531, 0.302, 0.381)
O (-1.044, 1.573, -0.513)
O (-1.973, -1.034, -0.005)
O (-3.095, -0.137, -0.080)
H (3.172, -0.666, -0.369)
H (2.489, 0.858, -0.399)
H (1.048, -1.741, -0.229)
H (-0.836, 0.340, 1.863)
H (-1.187, 1.368, -1.418)
H (-3.832, -0.251, 0.542)